i | Here is 2 unconnected molecules or ions with the total composition C2H5N4 from the OMol25 dataset. Energies are from the ωB97M-V functional and the def2-TZVPD basis.

Properties
E_HOMO = -15.58 eV
charge = +1
gap between HOMO and LUMO = 0.424 Ha
LUMO energy = -4.0 eV

Last column: Mulliken charge in e.
CARTESIAN COORDINATES (ANGSTROEM)
C1 -1.23 1.63 -0.05  -0.233
C2 2.61 0.16 0.11  -0.114
N1 -1.43 -0.77 0.16  -0.265
N2 1.60 -0.32 -0.12  -0.330
N3 -0.67 -1.76 -0.08  -0.046
N4 -1.19 0.39 0.04  0.409
H1 -1.58 2.10 -0.96  0.275
H2 -0.94 2.25 0.79  0.282
H3 3.55 0.58 0.33  0.360
H4 0.32 -1.60 -0.31  0.396
H5 -1.05 -2.68 0.11  0.267


ii | Here is a gas-phase ion, C2H5N4 (charge +1) from the OMol25 dataset. Energies are from the ωB97M-V functional and the def2-TZVPD basis.

Properties
E_HOMO = -16.91 eV
charge = +1
SMILES = Cc1[nH]nn[nH+]1
gap between HOMO and LUMO = 0.464 Ha
LUMO energy = -4.3 eV

Last column: Mulliken charge in e.
CARTESIAN COORDINATES (ANGSTROEM)
C1 0.70 0.49 1.19  -0.992
C2 0.04 0.03 -0.03  0.556
N1 0.47 0.12 -1.26  -0.039
N2 -0.68 -0.58 -2.12  -0.082
N3 -1.49 -0.91 -1.30  -0.112
N4 -1.16 -0.60 -0.06  0.163
H1 1.18 -0.35 1.69  0.328
H2 -0.04 0.90 1.89  0.340
H3 1.45 1.24 0.98  0.343
H4 1.30 0.50 -1.69  0.239
H5 -1.77 -0.83 0.72  0.255


iii | Here is a gas-phase ion, C2H5N4 (charge +1) from the OMol25 dataset. Energies are from the ωB97M-V functional and the def2-TZVPD basis.

Properties
E_HOMO = -14.56 eV
charge = +1
SMILES = [H]/N=C(/N)N=C=[NH2+]
gap between HOMO and LUMO = 0.355 Ha
LUMO energy = -4.9 eV

Last column: Mulliken charge in e.
CARTESIAN COORDINATES (ANGSTROEM)
H1 1.80 -0.33 1.53  0.306
N1 1.12 -1.16 1.29  -0.457
C1 0.08 -1.10 0.65  0.453
N2 -0.82 -2.01 0.35  -0.344
N3 -0.43 0.16 -0.30  -0.024
C2 -0.04 1.19 -0.67  0.333
N4 0.14 2.31 -1.22  -0.370
H2 -1.77 -1.87 0.10  0.247
H3 -0.54 -2.83 0.82  0.264
H4 -0.63 3.00 -1.40  0.310
H5 1.07 2.65 -1.16  0.282


Tell me which of them is the least stable. Sure, it is i.


i | Here is 4 unconnected molecules or ions with the total composition CH11N3O3 from the OMol25 dataset. Energies are from the ωB97M-V functional and the def2-TZVPD basis.

Properties
E_HOMO = -8.51 eV
charge = 0
SMILES = N=C(N)N.O.O.O
gap between HOMO and LUMO = 0.335 Ha
LUMO energy = 0.6 eV

Last column: Mulliken charge in e.
CARTESIAN COORDINATES (ANGSTROEM)
N1 -0.72 -1.87 0.31  -0.971
C1 -1.35 -1.34 -0.76  0.641
N2 -0.49 -0.67 -1.68  -0.497
N3 -2.66 -1.52 -0.98  -0.417
H1 0.14 -2.36 -0.10  0.230
H2 -1.03 -0.07 -2.18  0.210
H3 0.11 -0.09 -1.32  0.223
H4 -3.04 -2.38 -0.44  0.338
H5 -2.93 -1.04 -1.89  0.250
O1 0.44 1.67 4.69  -0.596
H6 1.12 1.25 5.17  0.308
H7 0.84 1.88 3.85  0.286
O2 2.53 1.78 -3.25  -0.628
H8 3.47 1.52 -3.14  0.318
H9 2.62 2.65 -3.61  0.314
O3 0.15 0.49 1.76  -0.705
H10 0.98 0.48 2.16  0.287
H11 -0.18 -0.40 1.40  0.408


ii | Here is 4 unconnected molecules or ions with the total composition CH11N3O3 from the OMol25 dataset. Energies are from the ωB97M-V functional and the def2-TZVPD basis.

Properties
E_HOMO = -10.12 eV
charge = 0
SMILES = N=C(N)N.O.O.O
gap between HOMO and LUMO = 0.384 Ha
LUMO energy = 0.3 eV

Last column: Mulliken charge in e.
CARTESIAN COORDINATES (ANGSTROEM)
N1 0.42 -0.91 0.11  -0.705
C1 -0.11 -0.54 -1.01  0.709
N2 -1.23 -1.24 -1.70  -0.582
N3 0.24 0.59 -1.76  -0.391
H1 0.02 -1.77 0.46  0.123
H2 -1.13 -1.29 -2.74  0.240
H3 -1.45 -2.24 -1.37  0.265
H4 0.60 1.41 -1.42  0.222
H5 -0.02 0.78 -2.78  0.179
O1 -3.23 1.55 2.16  -0.650
H6 -3.19 1.14 1.24  0.314
H7 -2.39 2.02 2.16  0.315
O2 3.57 -0.61 0.06  -0.656
H8 3.77 -1.04 0.86  0.298
H9 2.68 -1.06 -0.13  0.319
O3 0.15 1.22 2.09  -0.665
H10 1.06 1.44 2.38  0.304
H11 0.24 0.56 1.40  0.363


Tell me which of them is the least stable. Sure, it is i.


i | Here is a molecular structure, CH5N2O from the OMol25 dataset. Energies are from the ωB97M-V functional and the def2-TZVPD basis.

Properties
E_HOMO = -3.38 eV
charge = -1
gap between HOMO and LUMO = 0.305 Ha
LUMO energy = 4.9 eV

Last column: Mulliken charge in e.
CARTESIAN COORDINATES (ANGSTROEM)
O1 1.17 0.59 -2.13  -0.938
H1 0.46 1.13 -2.51  0.215
N1 -0.03 -0.58 -0.28  -0.669
C1 -0.08 -0.34 1.02  0.025
N2 -1.12 -0.39 1.83  -0.804
H2 -0.90 -0.70 -0.79  0.290
H3 0.62 0.10 -1.14  0.393
H4 0.89 -0.20 1.52  0.341
H5 -1.02 0.39 2.48  0.148


ii | Here is a molecular structure, CH5N2O from the OMol25 dataset. Energies are from the ωB97M-V functional and the def2-TZVPD basis.

Properties
E_HOMO = -3.41 eV
charge = -1
gap between HOMO and LUMO = 0.305 Ha
LUMO energy = 4.9 eV

Last column: Mulliken charge in e.
CARTESIAN COORDINATES (ANGSTROEM)
O1 1.25 -1.01 2.13  -0.916
H1 1.02 -1.96 1.95  0.207
N1 0.20 -0.15 -0.01  -0.583
C1 -0.50 0.78 -0.71  -0.059
N2 -1.27 0.70 -1.78  -0.773
H2 0.15 -1.09 -0.47  0.194
H3 0.66 -0.53 1.17  0.452
H4 -0.23 1.76 -0.34  0.325
H5 -1.09 1.39 -2.52  0.154


Tell me which of them is the least stable. Sure, it is ii.


i | Here is a molecular structure, C2H2IN3O from the OMol25 dataset. Energies are from the ωB97M-V functional and the def2-TZVPD basis.

Properties
E_HOMO = -9.29 eV
charge = 0
gap between HOMO and LUMO = 0.321 Ha
LUMO energy = -0.6 eV

Last column: Mulliken charge in e.
CARTESIAN COORDINATES (ANGSTROEM)
C1 -0.34 -1.23 -0.92  0.139
C2 0.40 -0.12 0.61  0.373
N1 -0.73 -0.46 0.07  -0.461
N2 1.49 -0.53 0.03  -0.244
N3 0.39 1.04 2.30  -0.569
O1 0.99 -1.32 -0.97  -0.120
I1 2.22 0.61 3.16  0.135
H1 -0.80 -1.76 -1.66  0.444
H2 0.54 1.93 1.87  0.303


ii | Here is C2H2IN3O in the gas phase from the OMol25 dataset. Energies are from the ωB97M-V functional and the def2-TZVPD basis.

Properties
E_HOMO = -8.96 eV
charge = 0
SMILES = INc1ncon1
gap between HOMO and LUMO = 0.316 Ha
LUMO energy = -0.4 eV

Last column: Mulliken charge in e.
CARTESIAN COORDINATES (ANGSTROEM)
I1 -0.61 3.14 0.78  0.181
N1 0.22 1.64 -0.27  -0.550
C1 -0.03 0.30 -0.02  0.625
N2 0.24 -0.72 -0.90  -0.526
C2 0.11 -1.77 -0.12  0.025
O1 -0.30 -1.48 1.07  -0.128
N3 -0.43 -0.15 1.15  -0.379
H1 0.50 1.74 -1.20  0.288
H2 0.31 -2.71 -0.49  0.463


Tell me which of them is the least stable. Sure, it is i.